# 1
Density functional theory data (ωB97M-V with the def2-TZVPD basis set) for 2 unconnected molecules or ions with the total composition C5H8O2 at a distorted geometry.

CARTESIAN COORDINATES (ANGSTROEM)
C1 1.7511 -0.3405 0.1407
C2 0.8500 0.6080 0.3766
C3 -0.1531 1.3518 -0.4535
O1 -0.7933 0.8318 -1.6223
C4 -1.4853 0.7778 -0.3553
C5 -1.2768 -0.5382 0.3435
O2 -1.0019 -1.4670 -0.5245
H1 2.5243 -0.5086 0.8837
H2 1.7631 -1.0030 -0.7217
H3 0.7333 -1.7812 1.5329
H4 0.7754 0.9921 1.3949
H5 0.0489 2.4240 -0.5051
H6 -2.4239 1.3155 -0.2370
H7 0.0093 -1.6334 1.6418
H8 -1.0187 -1.1005 -1.4394

The calculation puts the orbital gap at 9.217 eV. For the LUMO energy, the calculation gives 0.40 eV. The HOMO energy is -8.822 eV. Its net charge is 0.

***

# 2
Density functional theory data (ωB97M-V with the def2-TZVPD basis set) for a molecular structure, C34H39BF4N2O2RuS2SiTe at a distorted geometry.

CARTESIAN COORDINATES (ANGSTROEM)
Ru1 -0.5257 -0.0630 0.1700
C1 -3.9234 1.1085 -2.3865
C2 -2.5504 0.7118 -1.9166
N1 -2.3625 0.2930 -0.7057
N2 -3.5092 0.2565 0.0953
C3 -3.2944 0.0775 1.3466
S1 -1.7782 -0.1490 2.1413
S2 -4.7054 0.0732 2.4134
C4 -6.0459 -0.1221 1.2188
C5 -6.6225 1.1412 0.6211
C6 -7.8845 1.0850 0.0346
C7 -8.4388 2.2020 -0.5720
C8 -7.7341 3.3976 -0.5987
C9 -6.4774 3.4624 -0.0147
C10 -5.9252 2.3428 0.5924
C11 -1.4413 0.8495 -2.8748
C12 -1.6740 1.5520 -4.0693
C13 -0.7033 1.7240 -5.0315
C14 0.5595 1.1704 -4.8255
C15 0.8229 0.4624 -3.6780
C16 -0.1544 0.2875 -2.6803
O1 0.1750 -0.4422 -1.6396
H1 -4.6777 0.8773 -1.6462
H2 -4.1553 0.6063 -3.3262
H3 -3.9408 2.1843 -2.5698
H4 -6.8252 -0.6790 1.7415
H5 -5.6609 -0.7570 0.4198
H6 -8.4387 0.1523 0.0521
H7 -9.4219 2.1390 -1.0223
H8 -8.1621 4.2726 -1.0715
H9 -5.9155 4.3877 -0.0330
H10 -4.9397 2.3970 1.0363
H11 -2.6451 1.9893 -4.2474
H12 -0.9234 2.2838 -5.9307
H13 1.3409 1.3053 -5.5642
H14 1.7927 0.0191 -3.4923
C17 -0.2565 -4.3232 -0.6552
Te1 -1.2521 -2.8049 0.4696
C18 -0.1038 -3.1558 2.2288
H15 -0.1935 -5.1963 -0.0088
H16 0.7321 -3.9907 -0.9560
H17 -0.8537 -4.5604 -1.5330
H18 0.6903 -3.8454 1.9562
H19 -0.7269 -3.5867 3.0068
H20 0.3222 -2.2051 2.5363
C19 5.1260 1.0661 0.1169
C20 3.5979 1.1667 0.1704
C21 3.0512 1.4649 -1.2293
C22 3.2187 2.3222 1.1088
Si1 2.8099 -0.3904 0.8978
O2 1.2185 -0.3046 1.1116
C23 3.3395 -1.9530 -0.0550
C24 3.8759 -1.9979 -1.3429
C25 4.2157 -3.1993 -1.9537
C26 4.0413 -4.3983 -1.2790
C27 3.5299 -4.3828 0.0113
C28 3.1829 -3.1767 0.6036
C29 3.5194 -0.6678 2.6325
C30 2.7541 -0.3265 3.7501
C31 3.2339 -0.5167 5.0399
C32 4.4969 -1.0571 5.2388
C33 5.2745 -1.4066 4.1427
C34 4.7852 -1.2140 2.8573
H21 5.5426 1.9966 -0.2875
H22 5.4707 0.2463 -0.5189
H23 5.5554 0.9199 1.1115
H24 3.3763 2.4604 -1.5510
H25 1.9624 1.4665 -1.2546
H26 3.4038 0.7477 -1.9725
H27 3.6336 3.2616 0.7257
H28 3.6161 2.1637 2.1156
H29 2.1391 2.4513 1.1848
H30 4.0350 -1.0806 -1.8928
H31 4.6241 -3.1967 -2.9575
H32 4.3102 -5.3359 -1.7507
H33 3.4029 -5.3119 0.5560
H34 2.8112 -3.1783 1.6218
H35 1.7665 0.0954 3.5968
H36 2.6211 -0.2427 5.8906
H37 4.8734 -1.2084 6.2436
H38 6.2596 -1.8338 4.2902
H39 5.3991 -1.5080 2.0113
F1 -0.5281 2.0499 0.0005
B1 -0.3125 3.4991 0.4214
F2 -1.4852 4.1337 0.0537
F3 0.7761 3.9672 -0.2760
F4 -0.1170 3.4783 1.7848

The calculation puts the orbital gap (spin up / spin down) at 7.273 / 7.165 eV. For the LUMO energy (spin up / spin down), the calculation gives 1.94 / 1.95 eV. As for the spin multiplicity: 2. The HOMO energy (spin up / spin down) is -5.331 / -5.220 eV. Its net charge is -1.

***

# 3
Density functional theory data (ωB97M-V with the def2-TZVPD basis set) for 2 unconnected molecules or ions with the total composition C4H7F at a distorted geometry.

CARTESIAN COORDINATES (ANGSTROEM)
C1 -0.6795 0.4149 -0.1239
C2 -2.5125 -0.6178 -0.1117
C3 1.8835 0.3315 0.0309
C4 0.5462 -0.4445 -0.0854
F1 -3.4627 0.3616 -0.0012
H1 -0.6917 1.5560 -0.3321
H2 -2.3769 -1.0236 0.8948
H3 1.9635 0.9676 -0.8231
H4 2.6149 -0.3123 0.2226
H5 1.8017 0.9421 0.9602
H6 0.3681 -0.9239 -1.1588
H7 0.5454 -1.2516 0.5277

The calculation puts the orbital gap (spin up / spin down) at 9.258 / 7.118 eV. For the LUMO energy (spin up / spin down), the calculation gives 0.25 / -0.89 eV. The HOMO energy (spin up / spin down) is -9.006 / -8.012 eV. Its net charge is 0.

***

# 4
Density functional theory data (ωB97M-V with the def2-TZVPD basis set) for a single C4H7NO2 molecule.

CARTESIAN COORDINATES (ANGSTROEM)
H1 -0.8064 1.9196 -1.0146
N1 -0.1591 1.1350 -0.9915
C1 -0.7007 0.1045 -0.4977
C2 -2.0922 -0.0550 0.0450
O1 0.0412 -1.0358 -0.3546
C3 1.2213 -0.8915 0.4253
C4 2.1075 0.2973 0.0684
O2 2.4603 1.0843 0.9132
H2 -2.0366 0.0825 1.1316
H3 -2.7811 0.6878 -0.3658
H4 -2.4656 -1.0640 -0.1414
H5 0.9563 -0.8010 1.4880
H6 1.7894 -1.8155 0.2684
H7 2.4658 0.3519 -0.9745

The calculation puts the orbital gap at 10.513 eV. For the LUMO energy, the calculation gives 0.82 eV. The HOMO energy is -9.695 eV. Its net charge is 0. As for the SMILES: [H]/N=C(\C)OCC=O.

***

# 5
Density functional theory data (ωB97M-V with the def2-TZVPD basis set) for 2 unconnected molecules or ions with the total composition C21H37BN5O4P at a distorted geometry.

CARTESIAN COORDINATES (ANGSTROEM)
C1 -9.4597 1.1931 0.9198
C2 -8.3418 0.7573 0.0254
C3 -7.0129 -0.0180 0.6194
C4 -5.6785 0.9529 0.5624
C5 -5.0900 1.5778 1.9644
C6 -3.7912 2.5780 1.9527
C7 -3.2423 3.1795 3.4138
O1 -2.6807 1.9991 4.1259
C8 -3.2477 1.8669 5.4773
C9 -3.0162 3.0014 0.5412
N1 -1.8670 3.9613 0.6667
C10 -1.2388 4.2095 -0.6756
C11 -1.7379 3.5359 -2.0696
B1 -0.8511 3.9184 -3.4415
O2 -1.4306 4.6282 -4.5983
O3 0.5750 3.5421 -3.4042
C12 0.7753 2.1386 -3.0122
C13 1.5291 1.9726 -1.5285
N2 -2.9166 2.6136 -2.2043
C14 -3.5390 2.3628 -0.8600
C15 -4.8621 1.3486 -0.8227
H1 -9.3889 1.0155 2.0916
H2 -10.4687 1.6760 0.5293
H3 -8.4437 1.0114 -1.1342
H4 -7.1957 -0.3119 1.7601
H5 -6.8664 -1.0376 0.0458
H6 -5.6540 1.2665 2.9581
H7 -2.3185 3.9203 3.2680
H8 -4.0770 3.7422 4.0101
H9 -3.2892 0.6957 5.7032
H10 -4.3555 2.2473 5.5776
H11 -2.5047 2.3251 6.2561
H12 -0.3096 4.9508 -0.7076
H13 -1.7383 4.0035 -5.3191
H14 1.5614 1.6888 -3.7901
H15 -0.1779 1.4597 -3.0987
H16 1.7000 0.8119 -1.3112
H17 0.8670 2.3664 -0.6397
H18 2.5316 2.5916 -1.5033
H19 -5.2651 0.9009 -1.8401
C16 5.5812 -2.3900 -2.2013
N3 5.6113 -2.0105 -0.8071
C17 6.4407 -0.8210 -0.6099
P1 4.4273 -2.3018 0.3786
O4 3.7875 -0.8998 0.2301
N4 3.0335 -3.0973 -0.2203
C18 2.7984 -3.4348 -1.6090
C19 1.7693 -2.6435 0.3728
N5 5.1629 -3.9137 0.5494
C20 6.5937 -4.1749 0.4967
C21 4.4221 -5.0051 1.1718
H20 6.5752 -2.3133 -2.6593
H21 4.8957 -1.7673 -2.7819
H22 5.3291 -3.4427 -2.3271
H23 6.8969 -0.8515 0.3850
H24 5.8620 0.1024 -0.6988
H25 7.2700 -0.7629 -1.3247
H26 2.8334 -2.5530 -2.2515
H27 1.8194 -3.9057 -1.7541
H28 3.5099 -4.1897 -1.9476
H29 1.3893 -1.7402 -0.1206
H30 1.8907 -2.4340 1.4406
H31 0.9973 -3.4226 0.3027
H32 6.8706 -4.5385 -0.4991
H33 6.9202 -4.9334 1.2170
H34 7.1864 -3.2852 0.7247
H35 4.0434 -5.6832 0.4051
H36 3.5736 -4.6374 1.7615
H37 5.0267 -5.5931 1.8682

The calculation puts the orbital gap at 6.842 eV. For the LUMO energy, the calculation gives -1.11 eV. The HOMO energy is -7.947 eV. Its net charge is 0. As for the SMILES: C=CCc1cc(COC)c2ncc(B(O)OCC)nc2c1.CN(C)P(=O)(N(C)C)N(C)C.

***

# 6
Density functional theory data (ωB97M-V with the def2-TZVPD basis set) for 2 unconnected molecules or ions with the total composition C3H5ClS at a distorted geometry.

CARTESIAN COORDINATES (ANGSTROEM)
C1 0.4251 0.9515 -0.4475
C2 -0.5271 0.1256 -0.2091
C3 -1.6698 -0.5465 -0.7109
S1 -1.3110 -1.0296 0.9804
H1 0.3360 1.4750 -1.4543
H2 1.0185 1.3036 0.3873
H3 -2.5124 0.0836 -0.6822
H4 -1.5841 -1.2808 -1.5184
Cl1 2.7253 -0.3822 1.2393
H5 3.0995 -0.7003 2.4152

The calculation puts the orbital gap at 9.563 eV. For the LUMO energy, the calculation gives 0.79 eV. The HOMO energy is -8.772 eV. Its net charge is 0. As for the SMILES: C=C1CS1.Cl.

***

For reference, ΔE to the lowest compared entry with this formula, charge and spin by record: 150.3 0.0 144.1 40.9 360.0 28.5 kcal per mole.
For reference, DFT total energy by record: -9403.3167 -93947.3701 -6971.9426 -9845.5061 -47966.1664 -26547.7338 eV.